Entry 1:
A structure of composition C35H63N6NaO2SSb, computed with wB97M-V/def2-TZVPD.

Geometry as XYZ:
```
109
Properties=species:S:1:pos:R:3
Na 0.56611 0.77617 -0.70590
C -0.42287 0.76980 3.84640
N -0.41353 1.20557 2.46652
C -1.47308 0.55938 1.71437
C -0.44513 2.62885 2.27564
C -1.33495 3.40133 3.01460
C -1.46847 4.76990 2.81633
C -0.70591 5.35262 1.80738
C 0.19348 4.60127 1.07600
C 0.41362 3.22295 1.30860
N 1.30754 2.43987 0.62857
C 2.46771 2.97555 0.13947
C 3.08875 4.14955 0.64207
C 4.23192 4.69051 0.08768
C 4.86019 4.08318 -0.99386
C 4.34564 2.87221 -1.43506
C 3.20892 2.30330 -0.88273
N 2.86383 0.93099 -1.21679
C 3.79459 0.02360 -0.55672
C 2.78419 0.63336 -2.64589
H -1.41295 0.85149 4.32967
H 0.28858 1.36041 4.42269
H -0.12419 -0.27915 3.89890
H -2.46919 0.83678 2.09466
H -1.37793 -0.52543 1.79339
H -1.44748 0.81082 0.65470
H -1.94468 2.91085 3.76617
H -2.14868 5.35764 3.42078
H -0.81989 6.40686 1.58008
H 0.74892 5.07695 0.27885
H 2.63811 4.63990 1.49417
H 4.64204 5.60122 0.51139
H 5.74203 4.51297 -1.45058
H 4.85527 2.33577 -2.22810
H 4.81141 0.10775 -0.97113
H 3.44405 -1.00360 -0.67894
H 3.83352 0.25395 0.50785
H 3.74398 0.75671 -3.16966
H 2.03762 1.26828 -3.12593
H 2.45403 -0.40064 -2.76182
N -0.55932 1.15136 -4.08809
C -1.13750 -0.17118 -3.81358
C -1.19078 -0.38344 -2.29585
O -2.24200 -0.07799 -1.71004
O -0.14170 -0.84454 -1.74897
H -1.13675 1.85585 -3.63258
H -0.59915 1.35237 -5.08164
H -0.49117 -0.93744 -4.24594
H -2.15225 -0.28735 -4.21232
C 3.96757 -4.30501 -0.70527
C 2.52937 -4.66913 -1.08103
C 2.37010 -4.40035 -2.58129
C 2.28533 -6.14817 -0.80996
Sb 1.24373 -3.19218 -0.05346
C 1.77949 -3.51639 2.07272
C 0.61302 -3.03139 2.93224
C 2.18139 -4.91779 2.51315
C 2.94623 -2.54978 2.30985
C -0.76498 -4.07856 -0.18489
C -0.94910 -5.40314 0.54822
C -1.08048 -4.26173 -1.66835
C -1.73826 -3.03667 0.37325
H 4.66260 -4.89611 -1.31621
H 4.19332 -4.51562 0.33913
H 4.18789 -3.25008 -0.88903
H 3.18067 -4.89702 -3.13122
H 2.41609 -3.33447 -2.81730
H 1.42865 -4.78210 -2.97378
H 3.05732 -6.74542 -1.31580
H 1.32090 -6.47286 -1.20439
H 2.31711 -6.39959 0.24803
H -0.19475 -3.76226 2.98579
H 0.19526 -2.08983 2.56964
H 0.96533 -2.85183 3.95689
H 1.39369 -5.65277 2.34237
H 2.40019 -4.91213 3.59030
H 3.08140 -5.26822 2.00931
H 2.65445 -1.51557 2.11363
H 3.81389 -2.76881 1.68554
H 3.26675 -2.61175 3.35837
H -0.40626 -6.22069 0.07303
H -2.01417 -5.67207 0.54855
H -0.63056 -5.35097 1.58880
H -0.44108 -5.01172 -2.13664
H -0.97712 -3.32195 -2.21491
H -2.11796 -4.60347 -1.77537
H -1.63639 -2.90757 1.45140
H -2.76463 -3.37626 0.18123
H -1.62053 -2.06670 -0.11316
C -5.24406 4.64119 -2.80671
C -5.50977 3.57469 -1.75469
N -4.39890 2.63955 -1.58025
C -3.26957 3.10335 -0.91506
S -1.81343 3.34779 -1.67875
N -3.40770 3.35718 0.39542
C -4.51100 2.98616 1.26166
C -5.13270 4.19571 1.94363
H -6.05227 5.37459 -2.81814
H -5.17179 4.19824 -3.80167
H -4.30338 5.15661 -2.60547
H -6.39695 2.99149 -2.01292
H -5.71221 4.04496 -0.79342
H -4.08558 2.24886 -2.46105
H -2.57716 3.73746 0.84094
H -4.13299 2.29580 2.01733
H -5.23803 2.43873 0.66565
H -4.38472 4.73108 2.53026
H -5.93458 3.88240 2.61434
H -5.54521 4.89516 1.21472
```

For the gap between HOMO and LUMO, the calculation gives 5.68 eV. The value obtained for the HOMO energy is -3.5 eV. The relative energy (zero: lowest compared OMol25 entry of this formula, charge and spin) comes out at 37.2 kcal/mol. As for the total charge: -1.

***

Entry 2:
A structure of composition C18H30BaNO2P2 in a non-equilibrium geometry, computed with wB97M-V/def2-TZVPD.

Geometry as XYZ:
```
54
Properties=species:S:1:pos:R:3
Ba -0.26142 -0.54257 0.16688
P -0.59677 0.77352 2.81387
C 0.36528 2.20665 2.33564
C 1.53022 2.18067 1.51431
N 1.61699 1.22251 0.50792
C 2.73303 1.17242 -0.24749
C 3.87770 1.90757 0.06349
C 3.81327 2.87064 1.07056
C 2.60545 3.06699 1.72594
C 2.85718 0.21866 -1.42353
P 1.40043 -0.27621 -2.49458
H 2.46868 3.88266 2.40998
H 4.79417 1.69784 -0.51476
H 4.70679 3.45368 1.28870
H 3.53642 0.69334 -2.14549
H 3.31117 -0.72592 -1.08719
H -2.80108 3.84968 -1.17263
H 0.25131 3.09058 2.99095
H -0.86779 1.59951 -4.04301
O -3.01969 4.17502 -0.30520
H -2.52578 5.03448 -0.30222
H -1.87092 -1.12826 -1.23551
O -1.40662 1.48916 -3.28591
H -2.29019 1.27572 -3.63169
C 1.52883 1.07089 -3.73797
H 2.52909 1.07740 -4.19441
H 0.79753 0.90107 -4.54351
H 1.32504 2.03785 -3.25560
C 2.18729 -1.58069 -3.52527
H 1.38815 -2.13226 -4.04099
H 2.85615 -1.14972 -4.28654
H 2.74971 -2.29072 -2.90525
C 0.42643 0.18823 4.22922
H 0.25420 0.85356 5.09772
H 0.18193 -0.85860 4.50084
H 1.49406 0.22926 3.93168
C -2.10110 1.55043 3.49219
H -2.86069 0.76755 3.62645
H -1.90842 2.05148 4.44756
H -2.48267 2.27847 2.76103
C -2.61141 -1.88549 -1.52590
C -2.47135 -2.89801 -0.40991
C -1.29937 -3.65001 -0.38674
C -1.01494 -4.42040 0.72321
C -1.95588 -4.56188 1.75161
C -3.16837 -3.87666 1.66247
C -3.42591 -3.02543 0.59853
H -2.34875 -2.23906 -2.53722
H -3.54886 -1.31824 -1.56160
H -0.67159 -3.70575 -1.29403
H -0.05606 -4.92058 0.79899
H -1.73919 -5.19128 2.61674
H -3.90654 -3.99298 2.44948
H -4.37511 -2.49676 0.51818
```

For the gap between HOMO and LUMO (spin up / spin down), the calculation gives 5.55 / 5.55 eV. The value obtained for the HOMO energy (spin up / spin down) is -8.5 / -8.5 eV. The relative energy (zero: lowest compared OMol25 entry of this formula, charge and spin) comes out at 0.0 kcal/mol. As for the total charge: +1.

***

Entry 3:
A cluster of 2 separate species, C4H12 in total in a non-equilibrium geometry, computed with wB97M-V/def2-TZVPD.

Geometry as XYZ:
```
16
Properties=species:S:1:pos:R:3
C -1.09746 -1.36458 -0.18889
C 0.07163 -2.22832 0.05273
H -2.05168 -1.88231 0.08921
H -0.87182 -0.46433 0.30954
H -1.18944 -1.01917 -1.17816
H -0.07884 -2.69589 1.06310
H 0.19799 -3.08106 -0.67896
H 1.04603 -1.90630 0.26172
C -0.09545 1.84457 -0.45244
C 1.10149 1.80278 0.58754
H -0.81334 1.09350 -0.20076
H -0.63319 2.75447 -0.36895
H 0.31975 1.64917 -1.48364
H 1.99959 2.38027 0.22779
H 1.59484 0.82849 0.37819
H 0.59885 2.01646 1.58725
```

For the gap between HOMO and LUMO, the calculation gives 12.28 eV. The SMILES is CC.CC. The value obtained for the HOMO energy is -11.1 eV. The relative energy (zero: lowest compared OMol25 entry of this formula, charge and spin) comes out at 29.9 kcal/mol.

***

Entry 4:
The molecule C25H33N3O4S in a non-equilibrium geometry, computed with wB97M-V/def2-TZVPD.

Geometry as XYZ:
```
66
Properties=species:S:1:pos:R:3
C -8.20257 -4.24002 1.26835
H -8.87885 -4.29608 2.11634
H -7.44803 -5.01614 1.36091
H -8.76241 -4.40921 0.35289
C -7.53870 -2.87277 1.22569
H -6.96778 -2.69855 2.14774
H -8.29694 -2.08482 1.12481
O -6.66956 -2.85462 0.10654
C -5.96143 -1.73657 -0.16774
C -5.99408 -0.56407 0.58805
C -5.21983 0.51880 0.20952
C -4.42077 0.44043 -0.91215
C -4.38018 -0.71496 -1.67271
C -5.14547 -1.80023 -1.30335
H -5.13782 -2.71415 -1.87565
H -3.75225 -0.73842 -2.54945
S -3.42578 1.85855 -1.34538
O -2.74974 1.57718 -2.58689
O -4.23225 3.04196 -1.27824
N -2.38708 1.87979 -0.02964
C -1.92718 3.18116 0.40795
C -0.78301 3.70540 -0.45881
H -0.41658 4.64244 -0.03739
H -1.16863 3.89541 -1.46342
C 0.37117 2.69836 -0.56723
C 1.12999 2.56607 0.75139
O 0.63864 2.87301 1.82416
N 2.40003 2.09738 0.68698
C 3.14442 1.62790 -0.45711
H 2.58325 1.74549 -1.38049
C 3.51707 0.15564 -0.26499
N 4.29497 0.00422 0.94861
C 3.51568 0.44323 2.09039
C 3.15146 1.91519 1.91321
H 2.53532 2.26490 2.74211
H 4.06909 2.51013 1.85816
H 4.11755 0.32571 2.99415
H 2.59018 -0.15008 2.20689
C 4.80522 -1.34774 1.09976
C 5.82664 -1.65824 0.03898
C 6.83727 -0.74229 -0.22892
C 7.78826 -1.01004 -1.19569
C 7.74425 -2.20068 -1.90290
C 6.74229 -3.11811 -1.64060
C 5.78602 -2.84596 -0.67672
H 5.00305 -3.56464 -0.47830
H 6.70165 -4.04743 -2.18974
H 8.48828 -2.41175 -2.65670
H 8.56856 -0.29087 -1.39782
H 6.86024 0.18355 0.32532
H 5.28618 -1.40885 2.08197
H 3.99430 -2.09814 1.07484
H 4.12107 -0.17988 -1.11081
H 2.59472 -0.45591 -0.23002
H 4.07068 2.21122 -0.52836
C -0.18684 1.33608 -1.01011
C -1.33055 0.89746 -0.09365
H -1.77234 -0.03334 -0.45794
H -0.96392 0.74238 0.92653
H 0.59163 0.57138 -1.00528
H -0.58255 1.42793 -2.02292
H 1.06326 3.07231 -1.32876
H -2.78364 3.85288 0.34871
H -1.59722 3.09057 1.44522
H -5.23230 1.43674 0.77449
H -6.61615 -0.48630 1.46518
```

For the gap between HOMO and LUMO, the calculation gives 9.46 eV. The SMILES is CCOc1ccc(S(=O)(=O)N2CCC(C(=O)N3CCN(Cc4ccccc4)CC3)CC2)cc1. The value obtained for the HOMO energy is -8.7 eV. The relative energy (zero: lowest compared OMol25 entry of this formula, charge and spin) comes out at 23.6 kcal/mol.

***

Entry 5:
The molecule C3H7NO in a non-equilibrium geometry, computed with wB97M-V/def2-TZVPD.

Geometry as XYZ:
```
12
Properties=species:S:1:pos:R:3
C 1.46463 0.92863 -1.01088
C -1.43843 -0.84436 0.06431
C -0.24489 0.07155 0.30784
O 0.66054 -0.63429 1.14554
N 0.26275 0.48470 -0.99694
H 1.10044 0.02826 1.70028
H 1.91446 1.25055 -1.96353
H 2.10268 1.02307 -0.11674
H -0.60158 0.95403 0.85325
H -1.12803 -1.76038 -0.45138
H -1.89047 -1.15084 1.01378
H -2.20210 -0.35091 -0.54554
```

For the gap between HOMO and LUMO, the calculation gives 10.65 eV. The SMILES is C=N[C@@H](C)O. The value obtained for the HOMO energy is -10.0 eV. The relative energy (zero: lowest compared OMol25 entry of this formula, charge and spin) comes out at 38.0 kcal/mol.

***

Entry 6:
The molecule C4H3NO in a non-equilibrium geometry, computed with wB97M-V/def2-TZVPD.

Geometry as XYZ:
```
9
Properties=species:S:1:pos:R:3
C 0.95265 -0.92616 0.00008
C -0.11144 -0.04238 0.03370
C 2.09904 -0.08286 -0.05118
C 1.64335 1.44409 -0.04935
N 0.28375 1.34372 0.00033
O 3.27851 -0.39182 0.01223
H 0.97608 -1.96933 -0.22665
H -1.14400 -0.09037 -0.07344
H -0.17995 2.24478 0.22793
```

For the gap between HOMO and LUMO, the calculation gives 7.61 eV. The value obtained for the HOMO energy is -8.9 eV. The relative energy (zero: lowest compared OMol25 entry of this formula, charge and spin) comes out at 57.5 kcal/mol.